Entry from the OMol25 dataset: 3 unconnected molecules or ions with the total composition C4H15N2O2 at a distorted geometry (ωB97M-V with the def2-TZVPD basis set).

Each line ends with the Mulliken charge.
CARTESIAN COORDINATES (ANGSTROEM)
C (-0.2895, 0.2094, -1.3578)  -0.4370
C (0.4133, 0.8088, 0.0067)  -0.6592
C (0.0581, 0.0908, 1.2603)  -0.7267
C (0.0985, -1.2558, 1.5009)  0.2151
N (0.1751, -1.9347, 2.6895)  -0.4249
N (-1.7627, 0.4422, -1.2077)  -0.2338
H (-0.1184, -0.8973, -1.5370)  0.3683
H (0.1385, 0.8840, -2.2242)  0.2655
H (1.5489, 0.8535, -0.1898)  0.3190
H (0.3761, 1.8168, 0.1783)  0.3893
H (0.0247, 0.8527, 1.9847)  0.3293
H (0.1978, -1.9463, 0.5883)  0.1620
H (0.2646, -1.4873, 3.5327)  0.2056
H (0.5645, -2.8816, 2.8285)  0.2263
H (-2.0189, 0.4764, -0.1577)  0.3924
H (-1.8017, 1.4615, -1.2955)  0.2602
H (-2.5257, -0.0106, -1.7006)  0.3512
H (2.6413, -3.0327, -0.0273)  0.3161
H (3.6567, -2.5789, -0.9326)  0.2793
O (2.7900, -2.6954, -0.9400)  -0.5809
H (-1.9905, 3.9381, -1.6020)  0.3221
H (-0.8802, 3.6530, -0.4144)  0.3070
O (-1.5605, 3.2335, -0.9834)  -0.6464

net charge: +1
E_LUMO: -0.1067 Ha
maximum force: 6.4 eV Å⁻¹
energy above the lowest of the compared OMol25 structures with the same formula, charge and spin: 292.0 kJ/mol
HOMO level: -11.431 eV